36
Properties=species:S:1:pos:R:3:mulliken_spin:R:1 method="wB97M-V/def2-TZVPD" e_homo_ev="-6.21 / -6.22" multiplicity=2 charge=-1 lumo_energy_ev="0.74 / -0.61" de_lowest_ev=1.2594
Pd -1.328 -1.213 -0.173 0.039
S -5.616 -2.742 -0.688 -0.002
Sb -4.154 -2.101 0.829 -0.001
S -2.116 -3.248 0.708 -0.009
S -1.509 1.108 -0.735 0.548
S -4.393 -0.514 2.365 -0.002
F 2.623 -3.597 4.714 0.000
C 1.786 -2.886 3.945 0.002
C 0.695 -2.247 4.506 -0.001
F 0.479 -2.349 5.823 0.000
C -0.170 -1.518 3.714 0.004
F -1.217 -0.920 4.284 0.000
C 0.029 -1.389 2.333 -0.007
O -0.797 -0.634 1.623 0.016
C 1.151 -2.032 1.801 0.005
F 1.401 -1.927 0.489 0.001
C 2.010 -2.777 2.587 -0.003
F 3.069 -3.382 2.039 0.000
F -1.878 -1.333 -2.212 0.004
As -0.460 -1.504 -3.382 -0.002
F -1.066 -0.136 -4.234 0.001
F -1.448 -2.541 -4.319 0.000
F 0.889 -1.690 -4.419 0.000
F 0.050 -2.806 -2.379 0.002
F 0.403 -0.395 -2.340 0.002
Se 0.179 1.803 0.272 0.373
C 0.695 3.252 -0.889 -0.006
C 1.288 4.377 -0.339 0.018
C 1.701 5.382 -1.200 -0.010
N 1.561 5.325 -2.522 0.023
C 0.996 4.230 -3.028 -0.007
C 0.549 3.162 -2.263 0.018
H 1.419 4.484 0.731 -0.004
H 2.162 6.280 -0.803 -0.001
H 0.899 4.192 -4.107 0.000
H 0.119 2.286 -2.732 -0.002

***

25
Properties=species:S:1:pos:R:3:lowdin_charge:R:1 method="wB97M-V/def2-TZVPD" e_homo_ev=-3.83 charge=-1 lumo_energy_ev=2.44 de_lowest_ev=0.0231
Cu 2.002 0.218 1.040 0.178
Br -2.831 3.410 4.782 0.649
C -1.975 2.429 3.407 -0.777
C -2.694 1.955 2.329 -0.783
Br -4.553 2.275 2.177 0.646
C -2.022 1.228 1.333 -0.635
Br -2.941 0.546 -0.185 0.706
C -0.664 0.965 1.387 -0.405
O -0.023 0.289 0.483 -0.225
C 0.098 1.464 2.511 -0.433
O 1.369 1.236 2.572 -0.197
C -0.596 2.182 3.488 -0.649
Br 0.447 2.814 4.937 0.709
S 3.234 -0.844 -0.424 0.682
C 2.102 -1.349 -1.596 -0.684
N 0.778 -1.074 -1.496 0.077
C -0.143 -1.456 -2.400 -0.065
C 0.205 -2.171 -3.507 -0.073
C 1.567 -2.490 -3.665 -0.076
C 2.490 -2.094 -2.741 -0.103
H 0.417 -0.520 -0.671 0.056
H -1.153 -1.150 -2.163 0.102
H -0.543 -2.471 -4.224 0.097
H 1.891 -3.059 -4.528 0.104
H 3.538 -2.332 -2.848 0.097

***

34
Properties=species:S:1:pos:R:3:lowdin_charge:R:1 method="wB97M-V/def2-TZVPD" e_homo_ev=-4.88 charge=-1 lumo_energy_ev=-0.14
O 3.307 -1.792 -0.222 -0.263
S 2.882 -0.501 -0.691 0.795
O 3.149 0.728 0.038 -0.275
C 3.709 -0.281 -2.386 -0.608
F 5.048 -0.334 -2.206 0.129
F 3.333 -1.271 -3.222 0.126
F 3.379 0.909 -2.925 0.127
C 1.107 -0.535 -0.990 -0.241
C 0.438 0.673 -1.251 0.080
C -0.885 0.573 -1.693 -0.095
N -1.697 1.546 -2.270 -0.143
O -1.570 2.719 -2.576 0.084
O -2.938 0.877 -2.520 0.042
N -2.879 -0.459 -2.170 0.149
C -1.603 -0.633 -1.723 -0.143
C -0.930 -1.832 -1.304 -0.062
N -1.635 -3.059 -1.009 -0.304
O -2.878 -3.090 -0.927 0.075
O -0.927 -4.072 -0.796 0.046
C 0.444 -1.772 -1.033 0.047
H 0.954 1.623 -1.348 0.142
H 0.987 -2.684 -0.781 0.137
C 0.451 1.144 2.193 0.014
C 0.019 2.150 3.106 -0.488
O 0.690 3.068 3.604 -0.021
N -1.346 2.055 3.529 0.092
C -2.265 1.089 3.199 -0.878
S -3.878 1.099 3.669 0.490
N -1.716 0.109 2.426 0.089
C -0.326 -0.044 2.111 -0.490
O 0.069 -1.171 1.792 -0.005
H 1.516 1.064 2.016 0.089
H -1.703 2.809 4.119 0.132
H -2.304 -0.703 2.241 0.131

***

24
Properties=species:S:1:pos:R:3:lowdin_charge:R:1 method="wB97M-V/def2-TZVPD" e_homo_ev=-12.23 charge=+1 lumo_energy_ev=-4.84 de_lowest_ev=0.0000
O -5.302 2.159 -4.586 0.036
C -4.404 1.645 -4.101 -0.004
Pb -1.661 -0.061 -1.787 0.895
C 0.434 -1.379 -1.409 -0.145
O 1.448 -1.870 -1.204 0.131
C -2.241 0.145 0.884 -0.079
O -2.389 0.175 2.023 0.121
C -2.881 -2.260 -1.332 -0.077
O -3.634 -3.108 -1.184 0.152
C -0.845 2.327 -1.285 -0.128
O -0.553 3.394 -1.008 0.137
H -3.262 0.823 -1.288 -0.120
N 2.262 -3.048 3.373 0.187
C 2.208 -2.052 2.753 -0.156
C 2.068 -0.854 1.973 -0.198
C 3.185 -0.123 1.570 0.017
C 2.976 0.921 0.677 -0.010
C 1.677 1.169 0.195 -0.134
N 0.628 0.475 0.627 0.006
C 0.785 -0.487 1.533 -0.109
H 4.188 -0.368 1.949 0.145
H 3.810 1.493 0.287 0.119
H 1.564 1.945 -0.572 0.098
H -0.064 -1.060 1.909 0.117

***

25
Properties=species:S:1:pos:R:3:mulliken_spin:R:1 method="wB97M-V/def2-TZVPD" e_homo_ev="-19.97 / -19.96" multiplicity=2 charge=+3 lumo_energy_ev="-11.67 / -14.33"
O -3.205 -0.409 -3.122 0.000
C -2.585 -0.855 -2.269 -0.001
Yb -1.137 -1.649 -0.453 -0.004
O -2.263 -5.028 -1.135 0.000
C -1.960 -3.950 -0.887 0.000
C -2.916 -0.753 0.805 0.000
O -3.710 -0.185 1.414 0.000
C -0.825 -2.171 1.893 0.000
O -0.523 -2.327 2.989 0.000
N -2.120 2.063 -0.795 0.159
C -0.839 1.765 -0.470 0.035
N -0.383 0.513 -0.290 0.068
C 0.996 0.527 0.036 0.281
C 1.818 -0.589 0.315 -0.017
C 3.167 -0.386 0.617 0.158
C 3.704 0.909 0.624 0.232
C 2.891 2.024 0.353 -0.029
C 1.547 1.817 0.069 0.138
S 0.324 3.030 -0.267 -0.006
H -2.390 3.038 -0.883 -0.006
H -2.845 1.356 -0.889 -0.009
H 1.396 -1.595 0.312 -0.004
H 3.815 -1.242 0.845 0.002
H 4.758 1.060 0.836 -0.001
H 3.282 3.038 0.351 0.003

***

26
Properties=species:S:1:pos:R:3:mulliken_spin:R:1 method="wB97M-V/def2-TZVPD" e_homo_ev="-12.07 / -12.54" multiplicity=3 charge=+1 lumo_energy_ev="-5.08 / -5.13" de_lowest_ev=0.0000
W 1.370 -0.135 -0.202 1.991
O -4.080 2.204 -1.793 0.003
C -2.934 1.639 -1.442 0.006
C -2.724 0.249 -1.455 0.000
C -1.486 -0.205 -1.082 -0.007
N -0.509 0.631 -0.743 -0.028
C -0.726 1.945 -0.636 -0.021
C -1.919 2.507 -0.990 0.005
C 0.458 2.631 0.015 0.010
O 0.582 3.800 0.158 0.001
O 1.338 1.690 0.458 0.027
C -1.062 -1.643 -0.878 -0.001
O -1.736 -2.588 -1.129 0.006
O 0.162 -1.679 -0.313 0.030
H -4.738 1.556 -2.077 0.000
H -3.500 -0.458 -1.718 0.000
H -2.089 3.570 -0.900 0.000
Te 3.664 -0.682 -1.318 -0.141
C 3.189 -1.589 0.511 0.018
C 2.842 -0.830 1.639 -0.018
C 2.210 -1.627 2.641 0.033
C 2.126 -2.936 2.277 -0.013
S 2.752 -3.231 0.720 0.087
H 3.208 0.178 1.803 0.010
H 1.881 -1.245 3.596 0.003
H 1.723 -3.753 2.856 -0.001

***

The highest charge belongs to which entry?
C11H6N2O4SYb